# 1
8
Properties=species:S:1:pos:R:3 method="wB97M-V/def2-TZVPD" total_charge=0 gap_ev=9.1 relative_energy_ev=4.412 lumo_ha=0.0080 mol_weight_g_mol=87.1
C -1.08 0.02 0.02
C -0.72 -1.01 -0.73
N -0.79 0.98 0.77
N 0.90 1.01 0.69
N 1.62 0.23 0.24
F -0.80 -2.26 -0.24
H -0.36 -0.95 -1.79
H 1.23 1.97 1.05

# 2
9
Properties=species:S:1:pos:R:3 method="wB97M-V/def2-TZVPD" total_charge=0 gap_ev=9.1 relative_energy_ev=3.534 lumo_ha=0.0056 mol_weight_g_mol=103.1
C 0.66 -0.08 -0.36
C -0.66 -0.24 -0.14
H 2.35 -1.23 -0.56
H -2.03 0.87 1.00
N 1.15 0.64 0.64
N 0.11 1.10 1.34
N -0.93 0.64 0.89
O 1.30 -0.88 -1.23
F -1.44 -0.82 -0.85

# 3
10
Properties=species:S:1:pos:R:3 method="wB97M-V/def2-TZVPD" total_charge=0 gap_ev=8.7 relative_energy_ev=3.566 lumo_ha=-0.0227 mol_weight_g_mol=135.1
H -1.10 -2.31 0.35
N -0.20 -1.96 0.14
C -0.35 -0.66 -0.27
C -1.53 0.32 0.09
F -2.76 -0.01 0.38
N -1.06 1.50 0.13
O 0.23 1.32 -0.35
N 0.72 0.15 -0.67
S 2.33 -0.19 0.10
H 1.83 -0.87 1.31

# 4
8
Properties=species:S:1:pos:R:3 method="wB97M-V/def2-TZVPD" total_charge=0 smiles="O=C[C@@H](F)N=O" gap_ev=9.0 relative_energy_ev=4.156 lumo_ha=-0.0291 mol_weight_g_mol=91.0
O -0.82 1.58 -1.14
C -0.72 0.67 -0.34
C 0.13 -0.51 -0.32
F 0.79 -0.80 -1.47
N 1.32 -0.27 0.73
O 0.86 0.13 1.73
H -1.32 0.58 0.54
H -0.23 -1.38 0.27

# 5
8
Properties=species:S:1:pos:R:3 method="wB97M-V/def2-TZVPD" total_charge=+1 multiplicity=6 gap_ev="8.4 / 7.5" relative_energy_ev=0.000 lumo_ha="-0.2222 / -0.3403" mol_weight_g_mol=179.9
Rh 0.91 1.09 -1.23
F -0.97 1.02 -1.93
O 0.12 1.31 0.54
C -0.48 0.17 0.73
C 0.30 -0.96 0.28
O 1.19 -0.74 -0.63
H -1.20 0.06 1.55
H 0.13 -1.96 0.69

# 6
6
Properties=species:S:1:pos:R:3 method="wB97M-V/def2-TZVPD" total_charge=0 smiles="FP1=CC=1" gap_ev="8.4 / 8.4" relative_energy_ev=3.119 lumo_ha="-0.0251 / -0.0251" mol_weight_g_mol=76.0
F 1.96 -0.71 0.43
P 1.11 0.49 -0.38
C -0.36 0.85 0.52
C -0.38 -0.37 -0.75
H -1.36 0.91 1.14
H -0.97 -1.18 -0.95

# 7
6
Properties=species:S:1:pos:R:3 method="wB97M-V/def2-TZVPD" total_charge=0 gap_ev=10.5 relative_energy_ev=1.731 lumo_ha=-0.0012 mol_weight_g_mol=76.0
C -0.34 0.31 -0.68
C 0.80 0.06 -0.09
F 1.26 2.91 -0.55
P 1.11 0.99 -1.57
H -1.39 0.02 -0.82
H 1.38 -0.14 0.82

# 8
8
Properties=species:S:1:pos:R:3 method="wB97M-V/def2-TZVPD" total_charge=-1 multiplicity=3 gap_ev="5.3 / 6.2" relative_energy_ev=3.304 lumo_ha="0.1056 / 0.0453" mol_weight_g_mol=309.9
C -0.39 -0.10 0.65
C 0.42 -0.07 -0.51
N 0.14 1.03 0.12
O 0.14 2.29 0.14
I -2.82 -1.05 -0.17
I 2.59 -0.89 -0.10
H -0.08 -0.47 1.62
H 0.00 -0.74 -1.74